# C48H36ClNO4PPdS4

A molecular structure, C48H36ClNO4PPdS4 in a non-equilibrium geometry (ωB97M-V with the def2-TZVPD basis set, OMol25).

The HOMO energy (alpha / beta) is -10.731 / -10.707 eV. Its energy above the lowest of the compared OMol25 structures with the same formula, charge and spin is 0.0 kJ/mol. The total energy is -128666.18803 eV.

```
! RIJCOSX wB97M-V def2-TZVPD def2/J DEFGRID3
* xyz 1 5
Pd -0.468 -0.017 -1.227
Cl -4.861 -3.089 3.846
S 3.964 -2.087 -4.310
S 2.184 0.671 -4.579
S 1.376 -3.548 -1.075
S -2.698 0.836 -1.398
P 0.118 0.469 2.508
O 1.550 -0.804 -1.383
O -1.248 -2.127 -1.710
O -2.163 -4.100 -2.140
O 0.046 0.336 1.021
N -0.076 2.274 -1.905
C 2.147 0.714 4.410
C 4.465 0.934 3.834
C -2.181 1.919 2.581
C -0.349 0.704 -4.955
C 4.317 -1.141 -1.941
C 0.357 -4.794 -3.077
C 2.305 2.157 -1.449
C -1.082 4.240 -2.903
C -1.306 -3.325 4.644
C 0.210 4.739 -3.172
C -3.499 -4.163 0.257
C 3.328 -1.450 -2.826
C -1.989 -3.115 -1.440
C 1.120 2.813 -2.061
C -0.219 -2.235 2.805
C -0.374 2.974 3.770
C 1.296 4.037 -2.742
C 1.831 0.656 3.059
C -4.160 -4.178 1.470
C -2.526 4.036 3.641
C -0.510 -0.999 3.372
C 0.705 -3.525 -3.572
C 2.829 0.707 2.097
C -0.623 -3.396 3.439
C 0.669 -4.946 -1.747
C -3.308 -1.976 1.955
C -0.865 1.908 3.030
C -1.590 -2.093 5.214
C -2.475 2.426 -2.037
C 5.604 -1.382 -2.468
C -1.195 -0.928 4.578
C 5.567 -1.884 -3.732
C -1.177 2.957 -2.294
C -2.720 -3.070 -0.096
C -3.594 3.214 -2.275
C 3.467 0.859 4.795
C 4.149 0.852 2.487
C 1.280 -2.739 -2.613
C 0.795 1.312 -5.360
C 1.835 -1.335 -2.616
C -3.015 2.975 2.894
C -1.209 4.039 4.072
C -0.119 -0.312 -3.991
C -2.246 4.984 -3.174
C -3.479 4.487 -2.828
C 1.218 -0.456 -3.696
C -4.058 -3.084 2.320
C -2.624 -1.981 0.754
H -4.365 5.085 -2.978
H 0.559 -3.210 -4.589
H 2.549 0.616 1.058
H 0.315 -2.271 1.864
H 2.454 2.587 -0.458
H -0.125 -5.554 -3.664
H 0.321 5.686 -3.678
H 2.135 1.082 -1.330
H -1.623 -4.231 5.139
H -0.407 -4.357 2.996
H -0.883 -1.007 -3.670
H -0.832 4.872 4.647
H 4.932 0.896 1.744
H 0.651 2.970 4.112
H 0.922 2.078 -6.098
H -2.000 -1.125 0.489
H 6.514 -1.190 -1.931
H -2.541 1.089 1.986
H 5.495 1.044 4.139
H -3.174 4.866 3.883
H 0.496 -5.811 -1.135
H 2.298 4.407 -2.884
H -2.120 -2.040 6.153
H -3.247 -1.127 2.618
H 3.720 0.909 5.844
H -3.583 -4.992 -0.429
H 4.122 -0.753 -0.958
H -1.427 0.036 5.008
H -2.145 5.960 -3.629
H -4.564 2.816 -2.022
H 6.390 -2.141 -4.369
H -4.754 -5.032 1.751
H -1.324 0.945 -5.339
H 3.201 2.338 -2.038
H 1.358 0.638 5.145
H -4.044 2.972 2.562
*
```

How positive or negative is each atom? The Löwdin charges in e answer that: 0.9350 0.6982 1.0493 1.0822 1.1727 0.8740 0.8202 -0.3089 -0.1415 0.0581 -0.3908 0.1109 -0.0819 -0.0673 -0.0835 -0.1692 -0.0974 -0.0865 -0.0316 -0.1395 -0.0731 0.0227 -0.0083 -0.4982 -0.6167 -0.2986 -0.0822 -0.0644 0.0055 -0.2693 -0.0841 -0.0685 -0.2834 -0.0563 -0.0665 -0.0617 -0.2885 -0.1137 -0.2659 -0.0763 -0.5572 -0.1627 -0.0819 -0.3842 -0.2265 -0.1189 -0.0802 -0.0648 -0.0663 -0.3744 -0.3759 -0.6648 -0.0650 -0.0666 -0.1616 0.0139 -0.0450 -0.4443 -0.6627 -0.0630 0.1168 0.1372 0.0805 0.1029 0.0984 0.1303 0.1270 0.0403 0.1122 0.1117 0.0986 0.1093 0.1055 0.1015 0.0699 0.0400 0.1058 0.0900 0.1087 0.1087 0.0946 0.1240 0.1112 0.0920 0.1099 0.1197 0.1113 0.1103 0.1273 0.1098 0.0677 0.1070 0.1103 0.0867 0.1108 0.1096

---

# C6H15S

2 unconnected molecules or ions with the total composition C6H15S in a non-equilibrium geometry (ωB97M-V with the def2-TZVPD basis set, OMol25).

The HOMO energy is -2.378 eV. Its energy above the lowest of the compared OMol25 structures with the same formula, charge and spin is 48.3 kJ/mol. The total energy is -17300.95238 eV.

```
! RIJCOSX wB97M-V def2-TZVPD def2/J DEFGRID3
* xyz -1 1
S -0.977 0.466 -0.196
C 0.359 -2.518 -0.546
C -0.509 2.178 -0.774
C -0.982 -3.179 -0.367
C 0.891 2.536 -0.245
C 1.026 2.609 1.289
C 1.023 -2.340 0.815
H 0.468 -1.657 1.517
H -1.028 -4.085 0.349
H 1.043 -3.293 1.341
H -0.543 2.179 -1.858
H -1.217 2.892 -0.368
H -1.458 -3.489 -1.310
H 0.495 1.770 1.806
H 0.211 -1.553 -0.999
H 2.065 2.683 1.612
H 1.086 -3.065 -1.144
H 0.486 3.532 1.651
H -1.764 -2.490 0.008
H 2.082 -2.026 0.668
H 1.176 3.582 -0.598
H 1.676 1.854 -0.568
*
```

How positive or negative is each atom? The Löwdin charges in e answer that: 0.2399 -0.3970 -0.7025 -0.1689 -0.3974 -0.1836 -0.1703 0.0633 0.0821 0.0429 0.0173 0.0220 0.0538 0.0341 -0.0176 0.0444 0.0869 0.0648 0.0492 0.0670 0.0938 0.0757

---

# C3H3KO4

A molecular structure, C3H3KO4 in a non-equilibrium geometry (ωB97M-V with the def2-TZVPD basis set, OMol25).

The HOMO energy is -6.185 eV. Its energy above the lowest of the compared OMol25 structures with the same formula, charge and spin is 192.9 kJ/mol. The total energy is -27673.05348 eV.

```
! RIJCOSX wB97M-V def2-TZVPD def2/J DEFGRID3
* xyz 0 1
K -0.711 -1.096 0.047
O -4.112 1.521 3.197
O 1.893 -1.334 0.163
O 0.540 -2.762 -1.789
O -2.543 0.362 1.952
C -3.337 0.932 2.579
C 1.868 -2.488 -1.905
C 2.513 -1.994 -0.688
H 2.248 -1.912 -2.780
H 3.545 -2.341 -0.474
H 1.848 -3.723 -1.914
*
```

How positive or negative is each atom? The Löwdin charges in e answer that: 0.9062 0.2426 -0.1459 -0.4265 0.1515 -0.3905 -0.4657 -0.2703 0.1069 0.1133 0.1785

---

# C5H13NO

2 unconnected molecules or ions with the total composition C5H13NO in a non-equilibrium geometry (ωB97M-V with the def2-TZVPD basis set, OMol25).

The SMILES is CC/C=C/NC.O. The HOMO energy is -8.107 eV. Its energy above the lowest of the compared OMol25 structures with the same formula, charge and spin is 149.4 kJ/mol. The total energy is -8932.46197 eV.

```
! RIJCOSX wB97M-V def2-TZVPD def2/J DEFGRID3
* xyz 0 1
O -0.720 -1.958 -2.616
N 0.310 1.110 -1.410
C -0.378 -0.316 0.462
C -0.106 -1.194 1.665
C 1.091 -0.774 2.522
C 0.542 0.354 -0.237
C -0.700 2.173 -1.347
H 1.023 0.270 2.822
H -0.250 3.132 -1.578
H 0.112 -2.192 1.266
H 1.593 0.106 -0.062
H -1.577 -1.530 -2.728
H -1.163 2.200 -0.364
H 2.017 -0.949 1.983
H -1.037 -1.290 2.223
H -1.413 -0.010 0.292
H -1.500 1.982 -2.064
H 1.187 1.465 -1.760
H -0.124 -1.207 -2.497
H 1.092 -1.373 3.426
*
```

How positive or negative is each atom? The Löwdin charges in e answer that: -0.0679 -0.1012 -0.1297 -0.2593 -0.1169 -0.1939 -0.1049 0.0725 0.0736 0.1063 0.1154 0.0310 0.0721 0.0633 0.0987 0.0996 0.0704 0.1012 0.0061 0.0637

---

# C2H6N4S

2 unconnected molecules or ions with the total composition C2H6N4S in a non-equilibrium geometry (ωB97M-V with the def2-TZVPD basis set, OMol25).

The SMILES is Cc1nn[nH]n1.S. The HOMO energy is -9.553 eV. Its energy above the lowest of the compared OMol25 structures with the same formula, charge and spin is 159.7 kJ/mol. The total energy is -18965.38987 eV.

```
! RIJCOSX wB97M-V def2-TZVPD def2/J DEFGRID3
* xyz 0 1
S 0.977 1.778 1.964
N -0.863 -0.450 0.490
N -0.819 -0.588 -1.732
N -2.069 -0.505 -1.209
N -2.089 -0.528 0.114
C -0.105 -0.470 -0.647
C 1.350 -0.502 -0.655
H -2.933 -0.314 -1.810
H -0.007 1.120 2.459
H 1.547 -1.296 -1.423
H 1.680 -0.875 0.275
H 1.469 2.242 3.116
H 1.861 0.388 -0.941
*
```

How positive or negative is each atom? The Löwdin charges in e answer that: 0.5179 0.0341 0.1191 -0.0681 0.0021 -0.4687 -0.0638 0.1883 -0.2618 0.1011 0.0538 -0.2203 0.0662

---

# H20O10

10 unconnected molecules or ions with the total composition H20O10 in a non-equilibrium geometry (ωB97M-V with the def2-TZVPD basis set, OMol25).

The SMILES is O.O.O.O.O.O.O.O.O.O. The HOMO energy is -10.987 eV. Its energy above the lowest of the compared OMol25 structures with the same formula, charge and spin is 347.4 kJ/mol. The total energy is -20799.01230 eV.

```
! RIJCOSX wB97M-V def2-TZVPD def2/J DEFGRID3
* xyz 0 1
O 3.564 -1.478 -3.133
O -1.175 3.671 -0.562
O -0.194 -0.641 0.098
O 1.393 1.560 1.242
O 2.443 -1.687 -0.330
O -2.540 -0.033 3.422
O 2.301 3.438 -0.027
O -3.474 0.514 -1.984
O -3.491 -2.467 -2.023
O 1.239 -3.016 2.941
H -2.621 -2.059 -1.950
H -2.001 4.096 -0.820
H -3.246 0.559 3.140
H -2.512 0.551 -1.944
H 3.338 -1.176 -2.246
H 1.138 2.425 1.582
H 1.980 -3.245 3.514
H -1.780 0.548 3.542
H 0.466 -3.109 3.509
H -0.386 -0.059 0.841
H 1.873 1.153 1.972
H -0.774 -0.324 -0.604
H 1.775 -1.808 -1.014
H -3.671 -0.429 -2.013
H 2.367 2.476 -0.034
H -3.450 -3.216 -1.417
H -0.492 4.272 -0.880
H 2.710 -1.588 -3.567
H 1.937 -1.667 0.491
H 2.830 3.704 0.733
*
```

How positive or negative is each atom? The Löwdin charges in e answer that: -0.0580 -0.0652 -0.0468 -0.0596 -0.0657 -0.0606 -0.0774 -0.0507 -0.0456 -0.0553 0.0294 0.0336 0.0375 0.0172 -0.0018 0.0534 0.0361 0.0273 0.0361 0.0280 0.0653 0.0253 0.0237 -0.0078 0.0168 0.0554 0.0296 0.0301 0.0126 0.0371

---

> What is the energy above the lowest of the compared OMol25 structures with the same formula, charge and spin in the fourth record?

149.4 kJ/mol

---

> Number 6 is which compound?

H20O10

---

> Look up the energy above the lowest of the compared OMol25 structures with the same formula, charge and spin of the fourth one.

149.4 kJ/mol

---

Repeat the second record exactly.
# C6H15S

2 unconnected molecules or ions with the total composition C6H15S in a non-equilibrium geometry (ωB97M-V with the def2-TZVPD basis set, OMol25).

The HOMO energy is -2.378 eV. Its energy above the lowest of the compared OMol25 structures with the same formula, charge and spin is 48.3 kJ/mol. The total energy is -17300.95238 eV.

```
! RIJCOSX wB97M-V def2-TZVPD def2/J DEFGRID3
* xyz -1 1
S -0.977 0.466 -0.196
C 0.359 -2.518 -0.546
C -0.509 2.178 -0.774
C -0.982 -3.179 -0.367
C 0.891 2.536 -0.245
C 1.026 2.609 1.289
C 1.023 -2.340 0.815
H 0.468 -1.657 1.517
H -1.028 -4.085 0.349
H 1.043 -3.293 1.341
H -0.543 2.179 -1.858
H -1.217 2.892 -0.368
H -1.458 -3.489 -1.310
H 0.495 1.770 1.806
H 0.211 -1.553 -0.999
H 2.065 2.683 1.612
H 1.086 -3.065 -1.144
H 0.486 3.532 1.651
H -1.764 -2.490 0.008
H 2.082 -2.026 0.668
H 1.176 3.582 -0.598
H 1.676 1.854 -0.568
*
```

How positive or negative is each atom? The Löwdin charges in e answer that: 0.2399 -0.3970 -0.7025 -0.1689 -0.3974 -0.1836 -0.1703 0.0633 0.0821 0.0429 0.0173 0.0220 0.0538 0.0341 -0.0176 0.0444 0.0869 0.0648 0.0492 0.0670 0.0938 0.0757